1.
This record from OMol25 describes a structure of composition C37H40NOP3W in a non-equilibrium geometry. The level of theory is ωB97M-V with the def2-TZVPD basis set.

As for the expectation value of S²: 2.020. The value obtained for the total energy is -72231.615 eV. The calculation puts the LUMO energy (alpha / beta) at -7.3075 / -7.2549 eV. The HOMO-LUMO gap (alpha / beta) is 5.86 / 5.99 eV.

Geometry as ORCA input:
```
! wB97M-V def2-TZVPD RIJCOSX def2/J DEFGRID3
* xyz 2 3
C -2.17 -0.88 -5.13
C -2.28 0.04 -4.08
C -3.10 -0.33 -2.97
C -3.80 -1.56 -2.89
C -3.75 -2.37 -4.01
C -2.93 -2.05 -5.10
C -4.69 -1.89 -1.70
C -4.98 -0.68 -0.82
C -4.37 0.59 -1.03
C -4.37 1.59 -0.02
C -5.24 1.42 1.06
C -6.05 0.27 1.10
C -5.91 -0.76 0.21
H -1.46 -0.70 -5.95
H -4.45 -3.22 -4.01
H -2.91 -2.74 -5.94
H -5.71 -2.28 -2.08
H -5.32 2.19 1.82
H -6.72 0.13 1.95
H -6.46 -1.71 0.29
N -3.37 0.71 -2.01
W -1.46 0.65 -1.46
C -1.30 1.17 -3.81
H -1.80 2.07 -3.38
H -0.72 1.47 -4.69
C -3.31 2.70 -0.06
H -3.29 3.26 -1.01
H -3.48 3.48 0.70
P 0.30 0.68 -2.86
P -1.57 2.12 0.30
C -1.64 1.59 2.04
H -0.64 1.23 2.33
H -1.93 2.44 2.70
H -2.37 0.78 2.16
C -0.39 3.47 0.21
H -0.65 4.26 0.94
H 0.61 3.05 0.44
H -0.38 3.91 -0.81
C 1.05 -0.71 -3.66
H 1.48 -0.41 -4.63
H 1.84 -1.11 -3.01
H 0.32 -1.51 -3.83
C 1.39 2.09 -2.71
H 2.02 1.95 -1.83
H 2.02 2.16 -3.60
H 0.84 3.02 -2.58
H -4.34 -2.80 -1.11
H -0.09 -0.26 -1.03
O 1.43 0.82 1.01
P 2.39 -0.12 1.70
C 1.57 -1.67 2.18
C 2.32 -2.76 2.66
C 1.67 -3.94 3.03
C 0.28 -4.05 2.90
C -0.45 -2.97 2.41
C 0.18 -1.80 2.04
C 3.77 -0.57 0.62
C 4.97 -1.09 1.13
C 6.02 -1.42 0.25
C 5.88 -1.21 -1.12
C 4.68 -0.68 -1.63
C 3.63 -0.38 -0.76
C 3.04 0.70 3.16
C 3.72 1.92 2.95
C 4.22 2.61 4.05
C 4.03 2.11 5.34
C 3.33 0.91 5.55
C 2.82 0.21 4.45
H 3.40 -2.69 2.75
H 2.26 -4.78 3.41
H -0.21 -4.98 3.17
H -1.54 -3.06 2.31
H -0.40 -0.95 1.63
H 5.11 -1.23 2.20
H 6.94 -1.83 0.66
H 6.70 -1.43 -1.80
H 4.57 -0.50 -2.70
H 2.68 0.00 -1.15
H 3.89 2.28 1.93
H 4.76 3.55 3.88
H 4.39 2.67 6.19
H 3.17 0.52 6.56
H 2.29 -0.74 4.59
*
```


2.
This record from OMol25 describes a structure of composition C37H41Cl3F4MnN4O4S2Te in a non-equilibrium geometry. The level of theory is ωB97M-V with the def2-TZVPD basis set.

As for the expectation value of S²: 8.755. The value obtained for the total energy is -161905.547 eV. The calculation puts the LUMO energy (alpha / beta) at 0.2997 / 0.2796 eV. The HOMO-LUMO gap (alpha / beta) is 7.36 / 7.46 eV.

Geometry as ORCA input:
```
! wB97M-V def2-TZVPD RIJCOSX def2/J DEFGRID3
* xyz 0 6
Mn 0.16 2.01 0.50
C -0.03 3.82 -2.49
C -1.30 2.98 -2.31
N -1.28 1.93 -1.23
C -1.15 0.55 -1.82
C 0.18 0.31 -2.52
C -2.62 2.00 -0.52
C -2.67 1.22 0.80
N -1.37 1.20 1.49
C -1.24 0.54 2.66
C 0.03 0.63 3.30
F 1.02 1.30 2.60
C 0.34 -0.05 4.43
F 1.64 0.01 4.84
C -0.61 -0.82 5.11
C -1.86 -0.93 4.51
F -2.81 -1.69 5.13
C -2.20 -0.28 3.35
F -3.43 -0.49 2.81
H -0.18 4.38 -3.43
H 0.88 3.20 -2.60
H 0.15 4.50 -1.64
H -1.54 2.52 -3.27
H -2.15 3.69 -2.08
H -2.00 0.35 -2.48
H -1.21 -0.17 -0.99
H 0.32 0.94 -3.43
H 0.18 -0.73 -2.86
H 1.01 0.44 -1.82
H -3.40 1.59 -1.19
H -2.90 3.04 -0.30
H -3.01 0.19 0.61
H -3.42 1.71 1.47
H -0.39 -1.34 6.03
Cl -6.87 -1.04 -2.90
C -5.46 -1.94 -2.70
C -4.24 -1.44 -3.18
C -3.07 -2.19 -2.98
C -3.07 -3.41 -2.26
C -1.76 -4.10 -1.99
C -1.52 -4.43 -0.49
N -0.58 -3.45 0.14
C 0.83 -3.52 0.30
C 1.19 -2.25 0.65
N 0.08 -1.42 0.76
C -0.95 -2.17 0.49
O -1.70 -5.33 -2.76
C -0.77 -5.18 -3.88
C 0.68 -4.96 -3.39
C 1.48 -3.88 -3.71
Cl 1.09 -2.56 -4.70
S 3.00 -3.92 -2.85
C 2.61 -5.44 -2.17
C 1.36 -5.86 -2.51
C -4.29 -3.92 -1.80
Cl -4.46 -5.50 -1.09
C -5.46 -3.20 -2.07
H -4.19 -0.49 -3.74
H -2.12 -1.83 -3.41
H -0.94 -3.43 -2.33
H -1.14 -5.46 -0.40
H -2.49 -4.37 0.06
H 1.43 -4.41 0.18
H 2.19 -1.87 0.84
H -1.98 -1.88 0.59
H -1.07 -4.34 -4.51
H -0.84 -6.11 -4.48
H 3.30 -5.92 -1.50
H 0.93 -6.81 -2.18
H -6.39 -3.64 -1.72
C 0.53 5.85 2.64
Te -1.07 4.53 2.01
C -1.68 5.89 0.43
H 1.30 5.90 1.85
H 0.94 5.45 3.59
H 0.13 6.88 2.80
H -1.91 6.86 0.92
H -2.62 5.52 -0.05
H -0.88 6.03 -0.31
C 6.66 1.34 4.42
C 5.77 1.82 3.33
C 4.54 2.41 3.66
C 3.72 2.94 2.69
C 4.07 2.76 1.34
C 5.31 2.20 0.98
C 6.14 1.75 2.00
S 2.91 2.99 0.03
O 3.65 3.60 -1.05
O 1.73 3.77 0.56
O 2.32 1.61 -0.25
H 6.22 1.60 5.40
H 7.66 1.87 4.37
H 6.87 0.25 4.36
H 4.19 2.41 4.68
H 2.79 3.45 2.99
H 5.60 2.12 -0.08
H 7.13 1.34 1.74
*
```


3.
This record from OMol25 describes a structure of composition C37H41Cl5FeGeN4Se in a non-equilibrium geometry. The level of theory is ωB97M-V with the def2-TZVPD basis set.

As for the expectation value of S²: 8.791. The value obtained for the total energy is -263853.799 eV. The calculation puts the LUMO energy (alpha / beta) at -2.7220 / -3.1902 eV. The HOMO-LUMO gap (alpha / beta) is 4.62 / 7.49 eV.

Geometry as ORCA input:
```
! wB97M-V def2-TZVPD RIJCOSX def2/J DEFGRID3
* xyz 1 6
Fe 1.32 0.54 0.10
Cl 2.93 3.41 1.34
C 1.57 2.76 2.18
C 1.40 1.35 2.22
C 0.23 0.92 2.89
Cl -0.06 -0.78 2.95
C -0.71 1.79 3.43
Cl -2.12 1.17 4.18
C -0.48 3.15 3.38
Cl -1.62 4.24 4.05
C 0.65 3.64 2.74
Cl 0.90 5.33 2.62
C 4.32 -0.26 -3.03
C 3.67 -0.29 -1.81
N 2.65 0.52 -1.49
C 2.24 1.45 -2.43
C 2.85 1.52 -3.71
C 3.90 0.66 -3.99
C 2.36 2.50 -4.65
C 1.36 3.34 -4.32
C 0.73 3.29 -3.02
C -0.27 4.15 -2.63
C -0.81 4.05 -1.32
C -0.35 3.07 -0.49
N 0.61 2.19 -0.84
C 1.19 2.31 -2.09
H 5.13 -0.94 -3.22
H 3.96 -1.00 -1.05
H 4.38 0.70 -4.96
H 2.83 2.56 -5.62
H 1.01 4.08 -5.03
H -0.63 4.91 -3.31
H -1.58 4.73 -0.98
H -0.77 2.96 0.51
C 3.83 1.94 4.52
Ge 3.64 0.18 3.72
C 5.33 -0.57 3.11
C 2.73 -1.03 4.93
C 2.57 0.45 2.02
H 4.55 1.84 5.34
H 2.89 2.30 4.94
H 4.21 2.68 3.82
H 6.00 -0.69 3.96
H 5.81 0.09 2.39
H 5.18 -1.55 2.65
H 3.42 -1.27 5.75
H 2.45 -1.96 4.44
H 1.84 -0.58 5.37
H 2.35 -0.58 1.69
H 3.33 0.91 1.38
C -1.21 -0.17 -4.38
C -2.47 -0.72 -3.72
C -3.19 0.31 -2.85
C -2.45 0.65 -1.56
N -2.56 -0.41 -0.56
C -1.63 -1.33 -0.23
Se 0.11 -1.41 -0.92
N -2.17 -2.18 0.66
C -1.53 -3.37 1.23
C -2.10 -4.65 0.63
C -1.74 -4.86 -0.84
C -0.27 -5.23 -1.05
C -3.47 -1.79 0.94
C -4.42 -2.30 1.81
C -5.64 -1.64 1.86
C -5.89 -0.51 1.07
C -4.94 -0.01 0.21
C -3.73 -0.67 0.16
H -0.77 -0.91 -5.05
H -0.45 0.10 -3.65
H -1.44 0.72 -4.97
H -2.22 -1.60 -3.12
H -3.16 -1.07 -4.49
H -4.20 -0.04 -2.61
H -3.31 1.24 -3.42
H -2.86 1.56 -1.10
H -1.40 0.82 -1.74
H -1.70 -3.34 2.31
H -0.46 -3.28 1.05
H -3.19 -4.64 0.75
H -1.73 -5.49 1.22
H -1.98 -3.96 -1.41
H -2.37 -5.65 -1.24
H 0.40 -4.43 -0.74
H -0.07 -5.44 -2.10
H -0.02 -6.12 -0.47
H -4.23 -3.17 2.42
H -6.41 -2.01 2.53
H -6.86 -0.03 1.14
H -5.14 0.87 -0.40
*
```


4.
This record from OMol25 describes a structure of composition C37H41EuN8O2S in a non-equilibrium geometry. The level of theory is ωB97M-V with the def2-TZVPD basis set.

As for the expectation value of S²: 12.008. The value obtained for the total energy is -85205.878 eV. The calculation puts the LUMO energy (alpha / beta) at -5.9828 / -5.9239 eV. The HOMO-LUMO gap (alpha / beta) is 7.17 / 7.23 eV.

Geometry as ORCA input:
```
! wB97M-V def2-TZVPD RIJCOSX def2/J DEFGRID3
* xyz 2 7
Eu 0.22 -0.17 -0.75
N -4.19 -0.82 -2.52
C -3.04 -0.19 -2.28
N -2.45 -0.14 -1.11
C -3.05 -0.79 -0.04
N -2.50 -0.81 1.15
N -1.26 -0.26 1.21
C -0.85 0.09 2.37
C 0.45 0.73 2.49
C 0.93 1.14 3.73
C 2.12 1.84 3.80
C 2.79 2.14 2.62
C 2.26 1.69 1.43
N 1.13 0.99 1.35
C -4.33 -1.44 -0.22
C -5.03 -2.07 0.83
C -6.23 -2.71 0.59
C -6.75 -2.75 -0.70
C -6.08 -2.13 -1.76
C -4.88 -1.47 -1.50
H -4.58 -0.83 -3.45
H -2.56 0.30 -3.12
H -1.48 -0.02 3.25
H 0.36 0.92 4.63
H 2.51 2.17 4.76
H 3.71 2.71 2.63
H 2.75 1.91 0.49
H -4.60 -2.03 1.83
H -6.77 -3.18 1.40
H -7.68 -3.27 -0.89
H -6.48 -2.15 -2.76
C 1.06 -2.53 2.97
C -0.10 -3.22 2.28
C -1.07 -3.86 3.04
C -2.13 -4.53 2.44
C -2.23 -4.57 1.06
C -1.30 -3.93 0.26
C -1.38 -4.02 -1.24
C -0.24 -3.25 0.88
N 0.72 -2.55 0.09
C 1.84 -3.10 -0.20
C 2.18 -4.52 0.11
C 2.90 -2.24 -0.82
C 4.21 -2.86 -1.18
N 2.65 -0.98 -0.93
C 3.70 -0.05 -1.22
C 4.63 0.22 -0.20
C 4.63 -0.51 1.12
C 5.61 1.20 -0.44
C 5.68 1.86 -1.65
C 4.78 1.55 -2.66
C 3.77 0.59 -2.47
C 2.86 0.23 -3.60
H 1.83 -3.25 3.24
H 0.72 -2.06 3.89
H 1.52 -1.76 2.34
H -0.97 -3.84 4.13
H -2.87 -5.04 3.06
H -3.04 -5.11 0.59
H -2.27 -4.58 -1.54
H -0.51 -4.52 -1.67
H -1.43 -3.03 -1.71
H 1.34 -5.04 0.57
H 3.03 -4.58 0.79
H 2.46 -5.05 -0.80
H 4.05 -3.70 -1.86
H 4.71 -3.26 -0.30
H 4.87 -2.14 -1.66
H 3.64 -0.83 1.42
H 5.04 0.13 1.91
H 5.28 -1.39 1.07
H 6.33 1.43 0.35
H 6.45 2.61 -1.82
H 4.88 2.02 -3.64
H 3.27 0.58 -4.55
H 1.88 0.69 -3.48
H 2.70 -0.84 -3.68
O -0.54 -2.26 -4.79
C -0.35 -1.65 -3.80
N -0.19 -1.01 -2.79
C 1.66 4.07 -2.35
S 0.03 3.43 -1.98
C -0.55 3.25 -3.66
O 0.29 2.01 -1.50
H 1.54 5.04 -2.84
H 2.18 3.36 -3.00
H 2.18 4.19 -1.40
H -0.48 4.22 -4.16
H -1.60 2.95 -3.61
H 0.05 2.49 -4.16
*
```


5.
This record from OMol25 describes a structure of composition C37H41F3N4O4PSSe2Tc. The level of theory is ωB97M-V with the def2-TZVPD basis set.

As for the expectation value of S²: 3.798. The value obtained for the total energy is -214348.586 eV. The calculation puts the LUMO energy (alpha / beta) at -3.4801 / -3.4859 eV. The HOMO-LUMO gap (alpha / beta) is 5.98 / 6.00 eV.

Geometry as ORCA input:
```
! wB97M-V def2-TZVPD RIJCOSX def2/J DEFGRID3
* xyz 1 4
Tc -0.08 0.39 -0.53
Se -0.79 1.71 1.56
P 0.63 3.29 2.21
Se 2.64 3.15 1.59
C 0.46 3.34 4.02
C 1.50 3.92 4.75
C 1.39 4.04 6.13
C 0.25 3.59 6.78
C -0.77 3.01 6.06
C -0.67 2.88 4.68
C -0.15 4.83 1.64
C -1.29 5.32 2.26
C -1.87 6.51 1.84
C -1.31 7.21 0.78
C -0.18 6.72 0.15
C 0.40 5.54 0.57
H 2.39 4.26 4.24
H 2.20 4.49 6.69
H 0.17 3.68 7.86
H -1.66 2.64 6.56
H -1.47 2.41 4.12
H -1.73 4.79 3.10
H -2.75 6.89 2.34
H -1.75 8.15 0.46
H 0.27 7.27 -0.68
H 1.31 5.16 0.11
C 0.70 -3.53 -1.21
O 0.45 -2.25 -1.81
C -0.52 -1.52 -1.18
O -0.57 -1.45 0.13
H 1.47 -4.00 -1.81
H -0.21 -4.13 -1.22
H 1.04 -3.40 -0.18
C 5.10 0.86 -3.02
N 3.69 1.11 -2.61
C 3.64 2.16 -1.55
C 2.96 -0.18 -2.24
C 2.97 -0.46 -0.76
C 4.12 -1.04 -0.23
C 4.23 -1.32 1.11
C 3.15 -1.06 1.94
C 1.99 -0.52 1.41
C 1.86 -0.18 0.05
H 5.56 1.80 -3.30
H 5.11 0.17 -3.85
H 5.63 0.43 -2.17
H 3.19 1.48 -3.42
H 4.22 1.83 -0.70
H 2.61 2.33 -1.25
H 4.06 3.08 -1.97
H 3.47 -0.97 -2.79
H 1.95 -0.10 -2.63
H 4.94 -1.30 -0.90
H 5.13 -1.77 1.51
H 3.20 -1.28 3.00
H 1.15 -0.35 2.07
F 1.11 4.01 -3.30
C 0.79 2.96 -4.05
F 0.10 3.36 -5.09
F 1.98 2.44 -4.52
C 0.07 1.85 -3.22
O -0.85 1.25 -3.75
O 0.57 1.70 -2.06
C -6.36 -1.96 0.97
C -4.99 -2.53 0.82
C -4.36 -3.32 1.75
C -3.06 -3.77 1.48
N -2.42 -3.45 0.35
C -3.01 -2.65 -0.51
S -2.24 -2.12 -1.97
N -4.28 -2.21 -0.29
C -2.30 -4.62 2.44
H -6.94 -2.54 1.67
H -6.88 -1.94 0.01
H -6.29 -0.94 1.34
H -4.86 -3.60 2.66
H -4.70 -1.62 -1.00
H -2.93 -4.97 3.26
H -1.47 -4.03 2.84
H -1.87 -5.47 1.91
N -2.19 1.01 -1.28
C -2.86 2.24 -0.92
C -4.11 2.19 -0.34
C -4.75 3.37 0.04
C -4.13 4.59 -0.18
C -2.88 4.63 -0.76
C -2.23 3.46 -1.13
H -2.81 0.23 -1.09
H -2.02 0.98 -2.29
H -4.60 1.24 -0.17
H -5.73 3.33 0.50
H -4.62 5.51 0.12
H -2.38 5.57 -0.91
H -1.23 3.49 -1.53
*
```


Question: Number 2 is which compound?
Answer: C37H41Cl3F4MnN4O4S2Te